{
  "formula": "C47H118BN20O27",
  "method": "the ωB97M-V functional and the def2-TZVPD basis",
  "symbols": ["O", "C", "O", "B", "O", "C", "O", "O", "C", "O", "C", "O", "O", "C", "O", "C", "C", "N", "C", "C", "O", "C", "H", "H", "H", "H", "H", "H", "H", "H", "H", "H", "H", "H", "H", "H", "H", "C", "O", "C", "C", "N", "C", "C", "O", "C", "H", "H", "H", "H", "H", "H", "H", "H", "H", "H", "H", "H", "H", "H", "H", "C", "O", "C", "C", "N", "C", "C", "O", "C", "H", "H", "H", "H", "H", "H", "H", "H", "H", "H", "H", "H", "H", "H", "H", "C", "O", "C", "C", "N", "C", "C", "O", "C", "H", "H", "H", "H", "H", "H", "H", "H", "H", "H", "H", "H", "H", "H", "H", "C", "O", "C", "C", "N", "C", "C", "O", "C", "H", "H", "H", "H", "H", "H", "H", "H", "H", "H", "H", "H", "H", "H", "H", "C", "O", "C", "C", "N", "C", "C", "O", "C", "H", "H", "H", "H", "H", "H", "H", "H", "H", "H", "H", "H", "H", "H", "H", "C", "O", "N", "N", "H", "H", "H", "H", "C", "O", "N", "N", "H", "H", "H", "H", "C", "O", "N", "N", "H", "H", "H", "H", "C", "O", "N", "N", "H", "H", "H", "H", "C", "O", "N", "N", "H", "H", "H", "H", "C", "O", "N", "N", "H", "H", "H", "H", "C", "O", "N", "N", "H", "H", "H", "H"],
  "coordinates": [[2.4312, -1.2023, -0.2857], [1.4967, -0.5021, -0.1188], [0.9537, -0.1830, 1.0427], [-0.1415, 0.6913, 0.8422], [-0.2910, 0.8258, -0.6398], [0.6526, 0.1729, -1.2585], [0.8278, -0.0132, -2.4200], [0.0376, 2.0222, 1.5174], [-1.0022, 2.1834, 2.2897], [-1.2211, 3.1377, 2.9791], [-1.9160, 0.9664, 2.2446], [-1.3495, 0.1449, 1.3694], [-2.9606, 0.8317, 2.8282], [-4.1295, -5.5511, 5.3356], [-3.1278, -4.5833, 5.3147], [-3.4462, -3.4061, 4.5468], [-2.1549, -2.7967, 4.1251], [-1.3592, -3.5267, 3.0987], [-0.1366, -2.8605, 2.8455], [0.6779, -3.8684, 2.0124], [1.1205, -4.8348, 2.9416], [1.0750, -6.2365, 2.4721], [-4.5180, -5.8417, 4.3527], [-4.9740, -5.3074, 5.9177], [-3.6632, -6.3761, 5.7992], [-3.9888, -2.6798, 5.1864], [-4.0148, -3.6385, 3.5642], [-1.6827, -2.7147, 5.0813], [-2.2581, -1.7895, 3.6872], [-1.1490, -4.5467, 3.4144], [0.4262, -2.6371, 3.8096], [-0.3142, -1.9230, 2.2835], [1.5316, -3.3669, 1.5671], [-0.1112, -4.2735, 1.3459], [0.0076, -6.5915, 2.3321], [1.5445, -6.7725, 3.3034], [1.6215, -6.3153, 1.5595], [1.2509, 2.4366, -5.5331], [0.8392, 3.4893, -4.6743], [0.4042, 3.0647, -3.3893], [0.0849, 4.2211, -2.5520], [-0.1852, 3.7788, -1.2297], [-0.7931, 4.7289, -0.2718], [-2.2772, 4.9584, -0.4880], [-2.9150, 3.7618, -0.0006], [-4.2942, 3.8565, -0.0356], [1.4993, 2.8492, -6.4987], [0.4431, 1.6538, -5.6158], [2.1092, 2.0054, -5.0080], [1.2182, 2.4587, -2.9753], [-0.4434, 2.3428, -3.5252], [-0.8068, 4.7338, -3.0144], [0.9009, 4.9584, -2.4577], [-0.6856, 2.9383, -1.0318], [-0.2832, 5.6794, -0.3926], [-0.6261, 4.4664, 0.7236], [-2.5762, 5.2231, -1.5564], [-2.6460, 5.6858, 0.1488], [-4.7207, 4.4610, 0.7826], [-4.7275, 2.8939, 0.1080], [-4.6662, 4.3489, -1.0167], [-3.4595, -1.0110, 9.3561], [-2.8520, -0.6722, 8.0943], [-3.6711, 0.2238, 7.3643], [-3.0185, 0.8068, 6.1310], [-3.8320, 1.8836, 5.5516], [-5.1327, 1.3535, 5.0471], [-5.8359, 2.4850, 4.3208], [-7.0785, 1.9218, 3.8688], [-8.0073, 2.9216, 3.4361], [-3.4772, -0.1385, 9.9966], [-2.8908, -1.8652, 9.7823], [-4.4327, -1.4525, 9.2130], [-3.9896, 1.1172, 7.9819], [-4.5721, -0.3002, 7.1097], [-2.8304, 0.0035, 5.3473], [-2.0530, 1.1508, 6.5736], [-3.3667, 2.3092, 4.7130], [-5.8348, 1.0939, 5.8581], [-4.9704, 0.4737, 4.4475], [-5.1622, 2.8649, 3.4864], [-6.0461, 3.2130, 5.0771], [-8.3088, 3.6043, 4.2593], [-8.8093, 2.3200, 3.1209], [-7.6956, 3.5595, 2.5891], [2.2801, 7.5236, -1.6046], [2.3504, 8.6190, -0.7103], [3.4825, 8.3195, 0.2300], [3.2286, 7.1753, 1.1791], [2.0625, 7.5146, 1.9955], [1.5559, 6.3931, 2.7418], [0.2364, 6.6755, 3.3910], [-0.7624, 6.7818, 2.3718], [-2.1042, 6.5364, 2.7473], [2.2777, 6.6067, -1.0682], [3.1802, 7.4222, -2.2519], [1.3301, 7.7049, -2.2319], [3.6374, 9.2461, 0.7920], [4.3928, 8.0355, -0.2991], [4.1591, 7.1332, 1.7528], [3.0076, 6.2606, 0.6379], [1.3395, 7.7974, 1.3264], [2.2669, 6.1739, 3.6086], [1.5128, 5.5260, 2.1124], [0.1943, 7.6654, 3.9679], [-0.0459, 5.9593, 4.1065], [-2.3993, 6.9883, 3.7406], [-2.2827, 5.5025, 2.8629], [-2.7407, 6.9969, 1.9323], [5.3139, -4.2831, -4.5067], [4.9149, -4.2186, -3.1059], [4.4253, -2.9389, -2.7220], [5.5416, -2.0039, -2.4413], [6.3988, -2.6875, -1.3956], [6.0842, -2.1377, -0.0721], [7.0349, -1.0299, 0.3052], [6.9446, -0.8368, 1.7745], [7.6551, 0.2799, 2.2581], [6.1798, -3.5731, -4.6385], [4.4986, -3.9146, -5.1641], [5.5554, -5.3427, -4.5972], [3.8853, -3.1429, -1.7580], [3.6430, -2.5061, -3.3938], [5.3183, -1.0364, -2.0406], [6.0292, -1.6856, -3.3959], [6.3058, -3.6606, -1.4116], [6.1709, -2.9010, 0.7174], [5.0244, -1.7609, -0.0056], [6.8589, -0.0639, -0.1505], [8.0123, -1.3565, -0.0653], [7.5047, 1.1248, 1.6326], [8.7504, 0.1834, 2.4034], [7.2060, 0.6358, 3.1692], [-3.4967, -1.3863, -2.3490], [-3.2294, -2.2802, -3.4003], [-2.2518, -1.7837, -4.2945], [-2.3199, -2.5435, -5.5737], [-2.1688, -3.9359, -5.5451], [-0.7711, -4.4985, -5.4685], [-0.0153, -4.4591, -6.7315], [1.3411, -4.9881, -6.5156], [1.9940, -5.4881, -7.6606], [-2.6100, -1.3663, -1.6631], [-4.3483, -1.8381, -1.8212], [-3.6877, -0.3481, -2.7535], [-1.2532, -1.6747, -3.8050], [-2.5677, -0.7201, -4.5011], [-1.6057, -2.1115, -6.3495], [-3.3019, -2.3737, -6.0074], [-2.7378, -4.3293, -4.8107], [-0.7969, -5.6407, -5.3724], [-0.1602, -4.1897, -4.6740], [0.0871, -3.4911, -7.2241], [-0.5061, -5.0160, -7.5703], [3.0405, -5.6488, -7.4330], [1.9165, -4.7506, -8.4529], [1.4865, -6.3322, -8.1212], [3.4544, 1.0117, 3.0548], [3.6721, 2.0822, 2.5508], [2.2860, 0.6747, 3.7822], [4.3283, -0.0456, 2.9958], [1.9870, -0.3145, 3.7618], [1.5107, 1.2575, 3.6597], [5.2431, 0.0311, 2.5941], [3.9561, -0.9637, 2.9233], [-0.3806, -3.2427, -1.2044], [-0.6142, -2.4152, -0.3385], [0.6790, -3.1336, -2.0027], [-1.2818, -4.2010, -1.4663], [1.1763, -3.9859, -2.3431], [1.2075, -2.3104, -1.8416], [-1.1422, -4.8641, -2.2346], [-2.0480, -4.3980, -0.8291], [4.5912, 1.0401, -3.6840], [4.7750, 0.2218, -4.6002], [5.2677, 2.2590, -3.6620], [3.6052, 0.8440, -2.7892], [4.8552, 3.0915, -3.2823], [5.7542, 2.4476, -4.5552], [3.2923, 1.5852, -2.1161], [3.0112, 0.0106, -2.8520], [-4.0391, -3.3209, 0.8686], [-5.2472, -3.3775, 0.5801], [-3.2386, -4.4161, 0.9767], [-3.3884, -2.1581, 1.0084], [-3.8062, -5.2598, 1.1250], [-2.4910, -4.2086, 1.6114], [-3.8290, -1.2287, 0.8273], [-2.3866, -2.2798, 1.0687], [3.2815, -1.6138, -7.1812], [2.6739, -1.7802, -8.2447], [4.6212, -1.7455, -7.0459], [2.6339, -1.3383, -6.0092], [5.2097, -1.6306, -6.2404], [5.1369, -1.8914, -7.9036], [3.1190, -0.8472, -5.2906], [1.6492, -1.2459, -6.0428], [-7.8091, -5.6623, -0.8601], [-8.6618, -6.3155, -1.4015], [-7.0780, -4.7833, -1.5322], [-7.6140, -5.5668, 0.4874], [-6.4122, -4.2148, -1.0835], [-7.0392, -4.8980, -2.5102], [-6.9008, -4.9993, 0.8135], [-8.2328, -6.1159, 1.0552], [3.5295, 3.6770, -0.5352], [3.5897, 3.7026, -1.7861], [4.6401, 3.4969, 0.2078], [2.3479, 3.7089, 0.0894], [4.6492, 3.1995, 1.1721], [5.3945, 3.4102, -0.3852], [1.4876, 3.6741, -0.5409], [2.3012, 3.3418, 1.0429]],
  "forces_ev_per_a": [[1.441, -1.003, -0.251], [-1.112, 0.815, -0.237], [1.222, -0.328, 0.163], [-0.139, 0.834, -0.841], [-0.311, 0.736, -0.217], [0.178, -0.897, 1.980], [0.007, 0.088, -0.986], [0.152, -0.928, -0.766], [-0.441, 1.064, 1.146], [-0.032, 0.405, 0.284], [-0.361, -0.020, -0.570], [-1.554, -0.684, 0.890], [0.724, -0.213, -0.415], [0.340, -0.156, -0.796], [-0.112, 1.045, -1.033], [-0.981, -0.553, -1.570], [0.577, 0.257, -0.790], [-1.812, -2.306, 1.948], [1.737, 0.271, -0.067], [-0.898, 0.857, 0.850], [-0.107, -2.077, -0.329], [-1.075, 1.687, 1.473], [0.312, 0.107, -0.198], [-1.143, 0.757, 0.900], [0.343, -1.285, 0.412], [-0.016, -0.379, -0.474], [0.267, 0.003, 1.786], [1.340, 0.326, 0.572], [-0.421, -0.248, 0.414], [-0.392, 2.421, -0.280], [-0.384, -0.050, -0.945], [0.137, -0.489, 0.300], [0.007, -0.180, -0.688], [1.045, 0.014, -0.334], [1.067, 0.439, 0.101], [-0.103, -0.177, -0.449], [0.438, -0.294, -0.687], [-0.704, -0.524, 1.681], [-0.676, 0.821, -0.396], [0.961, -2.060, -1.889], [-1.581, 1.611, -0.052], [-0.294, 0.413, 2.920], [0.148, 1.369, -2.891], [0.194, -1.861, -0.929], [0.564, -0.107, -0.816], [-1.188, 1.548, -1.024], [0.097, 0.070, -0.154], [0.666, 0.610, -0.099], [0.233, -0.494, -0.638], [0.007, 0.102, 0.367], [0.235, 0.635, 0.332], [0.691, -0.099, 0.226], [-0.102, -0.324, -0.517], [-0.128, -0.966, -1.067], [0.143, 0.386, -0.061], [0.267, -0.848, 1.596], [0.376, -0.608, 1.097], [-0.425, 2.115, 1.076], [0.345, 0.251, -0.032], [-0.228, -0.915, -0.259], [0.466, -0.949, 1.281], [1.198, -0.954, -0.991], [-0.054, 0.131, 0.448], [-0.905, 0.908, 0.706], [1.067, -0.643, -0.408], [-0.270, -0.006, -0.418], [0.513, 0.975, 0.885], [0.298, -1.522, -0.949], [0.587, 1.533, -0.473], [0.894, 0.161, 0.633], [-0.117, 0.072, 0.345], [0.112, 0.896, -0.100], [-0.799, 0.285, -0.171], [0.360, -0.784, -0.252], [-0.782, -0.367, -0.198], [0.026, 0.643, 0.918], [-0.394, 0.198, -1.037], [-0.200, -0.793, 1.197], [0.581, -0.068, -0.004], [-0.099, -0.399, -0.615], [-1.040, -0.145, 0.721], [0.019, 1.006, 0.184], [0.146, -0.423, -0.240], [-1.459, -0.323, -0.431], [0.384, -0.394, 0.231], [-1.042, 1.158, -1.653], [2.161, -0.966, 1.234], [-1.043, 0.687, -0.736], [-1.007, 1.027, 0.152], [-0.008, 0.570, -0.339], [1.162, 0.259, 2.002], [-1.138, 2.389, -0.330], [0.024, -0.005, -0.217], [-0.295, 2.003, 0.140], [-0.693, -1.031, 0.329], [-0.461, 0.500, 0.050], [1.542, -0.649, 0.864], [-0.034, -0.178, -0.146], [0.011, 0.402, -0.594], [-0.221, -0.510, 0.270], [0.612, -0.478, -0.018], [0.168, 0.044, 0.312], [-0.611, 0.126, -1.102], [-0.295, -0.929, -0.217], [0.600, -1.009, -0.722], [-0.221, -1.484, 0.787], [0.446, 0.011, -0.901], [-0.287, -1.427, -0.167], [0.575, -0.629, 1.030], [0.036, 1.152, 1.389], [-0.366, 0.415, -1.256], [-2.090, -0.149, 1.057], [1.957, -0.652, 0.002], [0.115, 3.043, -0.270], [-1.123, -0.093, 0.232], [0.432, 0.061, 1.230], [0.555, -0.350, -1.206], [0.375, 0.080, 0.022], [-0.480, -1.037, -0.168], [0.285, -0.565, 0.274], [0.179, 0.318, -0.693], [0.385, 0.247, -0.663], [0.644, -0.499, -0.106], [-0.917, 0.344, 0.389], [0.333, -0.807, 0.685], [-0.369, -1.445, -0.279], [0.130, 0.057, -0.344], [0.723, -0.352, -0.093], [-0.443, 0.272, -0.295], [0.296, 0.075, 0.655], [0.003, 0.866, -1.154], [-0.516, -0.505, -0.126], [-0.108, -0.425, 0.820], [0.638, 0.068, 0.348], [0.146, -0.401, -0.576], [-0.138, 2.054, 0.925], [0.659, 1.541, -1.883], [1.992, -2.648, 0.080], [-2.047, -2.600, -0.415], [1.759, 0.079, -3.064], [-1.298, 0.028, 0.733], [-0.942, 1.107, -0.590], [-0.677, 0.264, -0.321], [0.126, 0.587, -0.005], [-0.069, -0.921, 0.540], [-0.407, -0.535, -0.264], [0.469, -0.635, -0.176], [-0.667, -0.340, 1.067], [-0.310, 0.316, 0.016], [-0.002, -0.128, 0.080], [-0.703, 1.369, 0.578], [0.800, 1.047, 1.303], [0.208, 0.569, 0.449], [0.087, -0.225, 0.916], [0.002, -0.271, 0.131], [0.425, 0.546, -0.243], [0.046, -0.762, 0.449], [-1.071, -2.469, 0.499], [0.091, 1.532, 0.064], [1.463, -1.302, -0.350], [-0.034, 0.385, 0.301], [0.610, 0.923, 0.057], [-0.973, 1.237, -0.402], [0.001, 0.273, -0.465], [-0.283, -0.565, 0.222], [-1.458, 0.119, 0.234], [-0.041, 1.131, 1.111], [1.508, -1.996, -1.587], [-0.209, -2.055, -0.950], [-0.718, 1.362, 0.348], [0.847, 0.396, 0.048], [-0.067, 0.632, 0.564], [0.264, 0.331, 0.027], [-0.876, 0.991, -1.460], [0.548, -0.042, 0.565], [0.867, -0.721, -1.252], [-0.781, 0.569, 1.679], [-0.565, -0.059, 0.700], [-0.487, -0.520, 0.955], [0.746, -0.827, -1.177], [0.567, 0.654, -0.062], [-1.941, 1.284, -1.187], [0.292, -0.443, 0.241], [-0.997, -1.218, -0.393], [-0.011, 0.883, 0.169], [0.691, 0.526, 0.037], [0.871, -0.445, 0.808], [0.686, -1.624, 0.313], [0.137, 0.939, -0.175], [-1.253, -0.007, 0.008], [0.733, -0.032, 0.612], [1.423, -0.408, -1.322], [0.262, -0.368, -0.106], [-0.683, 0.373, 0.453], [-0.346, 0.045, 0.141], [0.504, 0.348, 0.442], [-0.674, 0.137, -0.223], [-0.538, 1.104, 1.104], [-1.067, -1.729, -0.365], [0.820, 0.599, -1.018], [-1.592, -1.847, -0.615], [0.942, 0.683, 0.533], [-0.004, 0.034, -0.885], [1.367, 1.157, 1.086], [0.244, 0.173, 0.232], [-0.592, -1.053, -0.713], [0.208, 0.526, 0.393], [-1.039, 0.694, 0.720], [-1.120, -0.052, 0.127], [-0.175, -0.096, -0.101], [2.179, -0.391, -0.825], [0.688, -0.107, 1.076], [-0.115, 0.272, -0.476]],
  "total_energy_ev": -136421.1183,
  "homo_lumo_gap_ev": 8.95,
  "total_charge": -1,
  "e_homo_ev": -7.084
}